# 1
{
  "formula": "C6HF5NP",
  "method": "ωB97M-V/def2-TZVPD",
  "species": ["C", "C", "C", "C", "C", "C", "N", "F", "F", "F", "F", "F", "P", "H"],
  "xyz": [[0.76180, -1.05325, 0.36697], [1.10077, 0.19702, 0.85288], [0.04875, -1.18331, -0.83071], [0.81660, 1.36924, 0.03703], [-0.34430, -0.05705, -1.48498], [0.01248, 1.21057, -1.04969], [-2.28531, 0.24418, 1.44065], [1.19619, -2.14085, 1.04228], [1.69198, 0.40484, 1.99608], [-0.44561, -2.48339, -1.09064], [1.08952, 2.54219, 0.59830], [-1.01645, -0.10862, -2.66112], [-2.03212, -0.88592, 2.33241], [-0.59428, 1.94436, -1.54946]],
  "forces_ev_per_angstrom": [[0.925, 0.177, 0.492], [-0.416, 1.589, -2.724], [-1.072, -2.733, 0.787], [-0.739, -2.081, 2.031], [0.160, -0.111, -1.244], [-0.499, -0.106, -0.374], [-0.158, 0.707, -0.563], [-0.647, 0.463, -0.338], [0.623, -0.337, 0.993], [1.078, 2.454, -0.100], [0.079, 0.149, -0.348], [-0.017, -0.321, 0.867], [0.095, -0.699, 0.579], [0.588, 0.848, -0.058]],
  "gap_ev": 9.296,
  "e_homo_ev": -9.721,
  "smiles": "Fc1cc(F)c(F)c(F)c1F.N#P",
  "e_above_lowest_kj_mol": 1.8
}



# 2
{
  "formula": "C4H6N2",
  "method": "ωB97M-V/def2-TZVPD",
  "species": ["C", "C", "C", "C", "N", "N", "H", "H", "H", "H", "H", "H"],
  "xyz": [[0.07292, 1.49275, 0.53369], [0.16441, 0.07771, 0.11788], [-0.78594, -0.93717, 0.51176], [-0.87494, -1.63610, -0.60668], [1.04254, -1.35499, -1.49373], [1.12670, -0.32587, -0.73311], [0.91779, 2.05610, 0.14660], [-0.82485, 1.98950, 0.15204], [0.04775, 1.61343, 1.61399], [-1.25304, -0.99275, 1.51394], [-1.64122, -2.16635, -1.14826], [2.00789, 0.18376, -0.60811]],
  "forces_ev_per_angstrom": [[0.271, 0.420, 0.480], [1.751, 0.483, 1.470], [0.325, 0.541, -1.539], [2.173, -1.566, -0.897], [-3.840, -0.570, 1.144], [-0.908, 1.119, 0.828], [0.161, 0.129, 0.017], [-0.003, -0.179, -0.128], [0.030, 0.054, 0.237], [-0.298, 0.383, -1.131], [0.408, -0.568, 0.052], [-0.069, -0.246, -0.531]],
  "gap_ev": 7.610,
  "e_homo_ev": -7.081,
  "e_above_lowest_kj_mol": 601.6
}



# 3
{
  "formula": "C5H10O2",
  "method": "ωB97M-V/def2-TZVPD",
  "species": ["C", "C", "C", "C", "C", "O", "O", "H", "H", "H", "H", "H", "H", "H", "H", "H", "H"],
  "xyz": [[1.98085, -0.16452, -0.10716], [1.30298, 1.16013, -0.04583], [0.66843, -0.00650, 0.51491], [-1.87733, -0.05493, 0.21327], [-0.44862, -0.71656, -0.18333], [-2.04468, 1.13734, -0.55249], [-0.21930, -2.00034, 0.12106], [2.04749, -0.70653, -1.08568], [2.92971, -0.27906, 0.45951], [1.57510, 2.06304, 0.59223], [0.94151, 1.46259, -0.95411], [0.65098, -0.15695, 1.58049], [-2.78130, -0.68837, -0.04988], [-2.20741, 0.11192, 1.28428], [-0.34378, -0.29964, -1.26396], [-1.51786, 1.76991, -0.03612], [-0.65678, -2.63152, -0.48720]],
  "forces_ev_per_angstrom": [[2.705, -0.587, -0.738], [1.068, 2.449, 1.524], [-0.942, -1.262, 1.391], [-1.629, -1.585, -0.217], [-1.334, 4.431, -0.627], [0.698, 0.228, 1.108], [-0.681, -3.282, -0.632], [-0.253, 0.783, 0.880], [-1.062, -0.106, -0.087], [0.114, -1.639, -0.709], [-1.028, 0.910, -2.155], [-0.066, 0.228, 0.386], [1.330, 0.097, -0.428], [1.497, 0.049, -0.617], [-0.306, -1.579, 1.036], [-0.293, 0.199, -0.646], [0.180, 0.666, 0.531]],
  "gap_ev": 10.646,
  "e_homo_ev": -9.781,
  "smiles": "OC[C@H](O)C1CC1",
  "e_above_lowest_kj_mol": 317.6
}



# 4
{
  "formula": "C29H27F2N2",
  "method": "ωB97M-V/def2-TZVPD",
  "species": ["F", "C", "C", "C", "C", "C", "C", "C", "C", "C", "F", "C", "C", "C", "C", "H", "H", "H", "H", "H", "H", "H", "H", "H", "C", "N", "C", "H", "C", "C", "C", "C", "C", "C", "C", "N", "C", "C", "C", "C", "C", "C", "C", "H", "H", "H", "H", "H", "H", "H", "H", "H", "H", "H", "H", "H", "H", "H", "H", "H"],
  "xyz": [[-2.18467, 2.74833, -4.42189], [-1.46684, 2.85975, -3.26240], [-0.86491, 4.07950, -2.96761], [-0.14273, 4.13944, -1.78931], [-0.05195, 3.03594, -0.94056], [0.89797, 3.18126, 0.20965], [0.44066, 2.87414, 1.60417], [0.98827, 3.66011, 2.62444], [0.93909, 3.24469, 3.95140], [0.34331, 2.00502, 4.19246], [0.38560, 1.49107, 5.46360], [-0.33777, 1.25399, 3.22981], [-0.28758, 1.72265, 1.91598], [-0.67227, 1.83165, -1.27061], [-1.43113, 1.74558, -2.43343], [-0.96676, 4.93840, -3.62307], [0.35001, 5.05887, -1.48541], [1.36414, 4.18243, 0.15804], [1.45484, 4.60404, 2.35110], [1.34357, 3.85830, 4.75359], [-0.94233, 0.37843, 3.48236], [-0.87613, 1.25878, 1.13387], [-0.59473, 0.97163, -0.61209], [-1.98394, 0.84114, -2.65994], [2.02455, -0.72667, 0.35700], [2.55941, 0.09056, -0.72510], [3.31479, 1.21974, -0.51398], [1.64279, 2.41809, 0.04027], [4.17775, 1.37295, 0.66566], [5.30099, 0.52722, 0.60546], [6.23316, 0.51723, 1.61355], [6.04343, 1.34769, 2.71985], [7.05805, 1.31218, 3.80302], [4.93160, 2.19253, 2.79432], [4.01397, 2.24635, 1.75710], [3.66173, 1.70983, -1.74016], [4.52368, 2.87046, -1.91125], [3.32117, 0.76757, -2.72865], [2.62201, -0.25450, -2.08627], [2.51947, -1.51715, -2.63703], [3.11358, -1.73359, -3.89201], [3.83070, -0.71266, -4.53050], [3.96064, 0.55278, -3.93428], [1.68123, -1.68634, -0.02921], [2.76030, -0.91689, 1.15885], [1.15978, -0.18886, 0.77171], [5.41950, -0.10989, -0.27243], [7.09884, -0.14235, 1.52392], [6.79013, 2.00351, 4.59975], [7.13292, 0.29969, 4.21196], [8.04241, 1.58250, 3.40715], [4.78288, 2.82903, 3.66341], [3.16772, 2.93137, 1.74031], [4.85545, 2.91498, -2.94672], [3.94220, 3.77686, -1.69197], [5.40279, 2.83320, -1.24477], [1.98730, -2.28016, -2.08371], [3.03307, -2.70261, -4.37506], [4.29589, -0.90773, -5.49254], [4.53339, 1.36342, -4.36408]],
  "forces_ev_per_angstrom": [[0.454, 0.165, 0.687], [-0.758, -0.063, -0.710], [-0.152, -0.547, -0.044], [-0.292, -0.144, 0.088], [0.424, 0.307, -0.197], [-0.612, 0.179, -0.061], [0.258, 0.296, 0.516], [-0.341, -0.361, 0.027], [-0.318, -0.546, -0.217], [-0.142, -0.420, 0.862], [-0.092, 0.527, -0.809], [0.061, 0.668, -0.221], [-0.046, 0.422, 0.458], [-0.192, 0.347, -0.198], [0.300, 0.308, 0.169], [-0.025, -0.235, -0.006], [-0.086, -0.052, -0.176], [-0.082, -0.549, 0.143], [0.030, -0.132, 0.160], [-0.079, -0.327, -0.080], [0.437, 0.319, 0.133], [0.180, -0.219, 0.335], [0.021, 0.083, -0.355], [0.089, 0.163, -0.253], [-0.406, 0.042, 0.428], [1.112, 0.980, 0.255], [-0.305, -1.500, -2.322], [0.686, 0.076, -0.138], [0.184, 0.758, 1.097], [-0.549, -0.024, -0.558], [-0.168, 0.101, -0.072], [-0.078, -0.005, -0.008], [0.248, 0.010, 0.374], [0.115, -0.008, -0.177], [-0.280, -0.620, -1.067], [-0.105, -0.582, 1.152], [0.054, 0.476, 0.092], [0.506, -0.145, 0.840], [0.705, 0.243, 0.647], [-0.334, -0.253, -0.917], [-0.448, 0.273, 0.622], [-0.135, 0.782, 0.323], [-0.401, -0.334, -0.826], [0.102, 0.174, -0.072], [-0.207, 0.272, -0.510], [0.285, -0.322, 0.082], [0.045, 0.035, 0.217], [-0.208, 0.267, 0.203], [0.150, -0.061, 0.082], [0.041, 0.161, 0.047], [-0.102, -0.012, 0.132], [0.142, -0.098, -0.130], [0.261, -0.205, 0.312], [-0.014, -0.004, 0.127], [0.248, -0.227, -0.088], [-0.454, -0.143, -0.272], [0.154, -0.222, -0.256], [0.024, 0.113, 0.182], [-0.017, 0.063, 0.210], [0.113, -0.251, -0.260]],
  "total_charge": 1,
  "gap_ev": 8.166,
  "e_homo_ev": -11.419,
  "e_above_lowest_kj_mol": 0.0
}